Model one:
This record from the Open Molecules 2025 dataset describes a molecular structure, C2H8N6. The level of theory is ωB97M-V/def2-TZVPD.

Last column: Mulliken charge in e.
Geometry (Å):
N1 0.70 0.98 0.37  -0.186
H1 1.23 2.48 -1.17  0.229
C1 0.28 -0.32 -0.11  0.287
H2 3.04 -2.01 -0.12  0.263
H3 -3.14 -1.36 -0.26  0.185
H4 2.51 1.44 -0.40  0.298
N2 1.59 1.94 -0.26  -0.646
C2 -3.36 -0.17 -0.16  -0.314
N3 -2.20 0.44 -0.07  -0.440
N4 -1.11 -0.43 0.08  -0.012
H5 -1.35 -1.66 0.54  0.322
H6 2.37 -0.89 1.07  0.251
N5 1.04 -1.29 -0.41  -0.392
H7 -4.24 0.34 -0.25  0.349
H8 0.10 1.63 1.18  0.323
N6 2.56 -1.12 -0.02  -0.518

The value obtained for the LUMO energy is 0.8 eV. The HOMO energy is -8.31 eV. As for the multiplicity: 1. As for the HOMO-LUMO gap: 9.08 eV.

=====

Model two:
This record from the Open Molecules 2025 dataset describes a molecular structure, C2H8N6. The level of theory is ωB97M-V/def2-TZVPD.

Last column: Mulliken charge in e.
Geometry (Å):
C1 -0.64 0.91 -0.51  0.256
H1 -1.97 2.09 -1.01  0.217
N1 1.15 1.56 0.75  -0.624
H2 1.92 2.32 0.81  0.260
N2 -0.04 -0.33 -0.38  -0.342
H3 -1.98 -1.27 -0.11  0.411
H4 0.79 1.63 1.81  0.227
H5 1.44 -1.76 -0.37  0.320
N3 -0.60 -2.63 0.13  -0.375
H6 0.93 -0.17 0.04  0.554
N4 0.20 1.99 -0.07  -0.308
N5 -1.76 1.15 -0.87  -0.593
H7 1.08 -3.95 -0.46  0.246
H8 -0.44 2.81 0.32  0.277
C2 -0.92 -1.42 -0.09  -0.059
N6 0.83 -2.92 0.04  -0.468

The value obtained for the LUMO energy is 0.4 eV. The HOMO energy is -8.32 eV. As for the multiplicity: 1. As for the HOMO-LUMO gap: 8.75 eV.

=====

Model three:
This record from the Open Molecules 2025 dataset describes a single C2H8N6 molecule. The level of theory is ωB97M-V/def2-TZVPD.

Last column: Mulliken charge in e.
Geometry (Å):
N1 -0.75 -1.23 1.38  -0.696
N2 0.10 0.39 -0.09  0.324
C1 0.29 -0.46 -1.19  0.421
N3 -0.33 1.05 2.05  -0.459
H1 1.45 1.71 -0.67  0.267
N4 0.48 1.72 -0.29  -0.922
C2 -0.33 -0.02 1.17  0.443
H2 -0.14 -2.03 -0.01  0.330
H3 -1.09 -1.44 2.34  0.193
H4 -0.22 1.92 1.52  0.334
H5 -1.09 1.01 2.80  0.253
N5 0.39 -1.80 -0.89  -0.514
H6 -0.05 2.06 -1.10  0.274
H7 0.70 -0.61 -3.01  0.214
H8 0.15 -2.34 -1.69  0.242
N6 0.45 0.07 -2.33  -0.705

The value obtained for the LUMO energy is 0.9 eV. The HOMO energy is -8.93 eV. The SMILES is [H]/N=C(\N)N(N)/C(N)=N/[H]. As for the multiplicity: 1. As for the HOMO-LUMO gap: 9.86 eV.

=====

Energy comparison, zero being the most stable, in kcal/mol: model one 161.2; model two 114.1; model three 0.0.

=====

Model one:
This record from the Open Molecules 2025 dataset describes 33 unconnected molecules or ions with the total composition H66O33. The level of theory is ωB97M-V/def2-TZVPD.

Last column: Mulliken charge in e.
Geometry (Å):
O1 -4.52 -4.09 0.87  -0.690
H1 1.80 -2.08 3.90  0.290
H2 0.20 2.77 1.91  0.274
O2 2.21 5.19 -1.34  -0.597
H3 -2.98 4.56 -0.95  0.233
H4 0.45 -2.80 -3.82  0.304
H5 -0.06 -5.01 2.28  0.249
H6 -2.85 0.90 -0.83  0.342
O3 1.16 -2.05 4.61  -0.638
H7 -3.59 -3.91 1.01  0.448
H8 3.36 2.89 2.48  0.324
H9 0.81 1.03 -5.11  0.354
H10 1.22 -4.10 -3.90  0.315
H11 0.11 3.10 -2.80  0.163
H12 -0.33 0.28 3.01  0.128
H13 0.61 -4.39 0.09  0.474
H14 4.50 -0.77 2.21  0.345
H15 3.94 -3.13 -0.72  0.272
H16 0.31 -2.06 4.17  0.378
O4 0.10 -0.53 0.26  0.395
H17 -2.01 -1.15 3.83  0.218
O5 0.19 3.44 -1.91  -0.618
H18 -2.31 -4.31 -1.52  0.262
O6 -2.00 -2.85 1.17  -0.819
H19 2.64 3.79 -4.51  0.280
H20 -3.39 2.51 2.52  0.317
H21 -0.28 0.06 -3.08  0.146
O7 -5.10 -2.72 -1.29  -0.645
H22 5.85 -1.30 1.78  0.275
H23 0.80 1.86 4.45  0.418
H24 3.07 -1.86 1.01  0.233
H25 0.95 -1.07 -4.95  0.288
H26 -2.08 -2.70 0.22  0.340
O8 -2.53 3.98 -0.34  -0.525
H27 -4.26 -1.14 2.33  0.264
H28 -5.23 0.73 -0.17  0.226
H29 -0.28 2.07 -5.29  0.237
O9 0.33 -4.39 1.66  -0.674
H30 1.81 -1.03 1.17  0.100
H31 -3.07 3.99 0.45  0.257
H32 -4.08 -1.74 3.71  0.295
H33 -2.25 2.27 -0.64  0.222
H34 2.68 2.00 0.36  0.238
O10 0.23 1.03 2.83  -0.261
H35 -4.68 2.96 1.87  0.275
H36 3.67 3.31 3.90  0.311
H37 -4.73 -4.78 1.51  0.298
H38 -4.39 -2.77 -1.92  0.281
O11 1.41 -0.46 -5.53  -0.667
H39 4.24 -0.66 -3.26  0.199
H40 1.49 4.62 -1.62  0.399
O12 3.12 -2.64 -0.84  -0.571
O13 -3.74 3.16 1.91  -0.599
H41 4.12 2.77 -2.90  0.405
H42 -0.81 -0.24 0.38  0.006
H43 -1.23 -3.41 1.25  0.326
O14 2.59 -1.33 1.65  -0.310
H44 2.44 -3.31 -0.86  0.301
H45 -0.72 3.55 -1.62  0.190
O15 5.41 -0.87 2.51  -0.639
H46 -0.01 -3.82 -1.17  0.262
H47 1.16 -4.15 2.06  0.261
H48 1.78 6.01 -1.09  0.283
H49 -0.11 -0.94 -1.95  0.084
O16 1.45 1.06 -1.28  0.418
O17 3.07 3.48 3.17  -0.577
H50 -4.80 -3.22 -0.54  0.399
O18 0.80 -3.43 -4.44  -0.659
H51 -4.07 1.70 5.15  0.281
H52 -0.03 2.01 5.71  0.261
O19 -0.04 3.64 1.61  -0.632
H53 -1.35 -1.70 2.58  0.383
O20 0.86 1.85 5.41  -0.656
H54 -0.69 3.49 0.92  0.306
H55 -2.19 -3.06 -2.37  0.233
H56 1.95 0.75 -2.04  -0.077
H57 4.34 1.50 -2.11  0.260
O21 -1.85 -3.47 -1.58  -0.629
O22 -1.15 -1.36 3.45  -0.527
O23 0.78 -4.25 -0.84  -0.747
H58 0.51 0.17 -0.25  0.007
H59 -4.87 -0.70 -0.53  0.286
H60 3.27 -1.04 -2.16  0.255
O24 -3.72 1.78 4.27  -0.638
H61 1.18 1.95 -1.53  0.060
O25 -0.08 -0.86 -2.90  -0.382
H62 2.18 -0.95 -5.82  0.278
O26 3.57 -0.29 -2.68  -0.569
O27 4.73 2.36 -2.29  -0.656
O28 -2.03 1.38 -0.92  -0.407
O29 -4.49 0.14 -0.26  -0.488
O30 0.38 1.76 -4.66  -0.636
H63 1.09 0.66 2.65  0.241
O31 -4.05 -0.91 3.24  -0.608
H64 1.91 2.47 -4.45  0.321
O32 2.74 2.89 -4.21  -0.633
O33 3.51 2.37 0.66  -0.633
H65 -4.05 1.02 3.80  0.300
H66 4.02 2.50 -0.15  0.326

The value obtained for the LUMO energy is -1.0 eV. The HOMO energy is -9.15 eV. As for the multiplicity: 1. As for the HOMO-LUMO gap: 8.19 eV.

=====

Model two:
This record from the Open Molecules 2025 dataset describes 33 unconnected molecules or ions with the total composition H66O33. The level of theory is ωB97M-V/def2-TZVPD.

Last column: Mulliken charge in e.
Geometry (Å):
O1 -17.06 -6.44 17.75  -0.660
H1 -13.89 -4.71 15.43  0.077
H2 -8.32 -4.85 11.01  0.320
O2 -16.52 -5.69 12.60  -0.693
H3 -10.90 -1.89 12.11  0.089
H4 -11.11 -4.31 16.55  -0.053
H5 -10.90 -7.41 11.03  0.161
O3 -9.83 -4.15 10.01  -0.602
O4 -11.69 -5.30 7.95  -0.635
O5 -16.21 -3.71 14.59  -0.669
O6 -8.39 -8.05 11.86  -0.692
O7 -9.69 -1.22 9.99  -0.632
O8 -14.30 -5.43 15.92  -0.150
H6 -9.33 -6.19 14.33  0.304
O9 -10.38 -2.70 12.26  0.170
O10 -9.54 -1.85 17.95  -0.644
H7 -16.24 -4.50 14.02  0.354
H8 -7.46 -4.90 14.77  0.296
H9 -13.41 -1.28 10.92  0.360
H10 -16.71 -6.07 16.92  0.338
O11 -9.65 -7.05 14.02  -0.660
H11 -9.70 -3.95 18.02  0.341
O12 -7.44 -5.20 11.17  -0.633
O13 -11.18 -6.71 11.65  -0.168
H12 -5.35 -4.13 13.76  0.297
H13 -13.94 -8.29 11.15  0.295
H14 -9.46 -2.38 12.31  0.137
H15 -10.43 -3.74 10.71  0.347
O14 -13.64 -6.62 18.12  -0.628
O15 -8.24 -4.33 14.90  -0.472
H16 -6.47 -2.90 10.09  0.295
H17 -13.60 -7.50 18.44  0.253
H18 -5.66 -1.56 10.30  0.260
H19 -12.65 -7.72 13.57  0.278
H20 -13.86 -5.57 10.05  0.458
O16 -11.27 -8.71 16.98  -0.604
H21 -9.50 -0.79 14.55  0.264
H22 -8.36 -4.26 15.86  0.207
H23 -11.60 -9.61 17.13  0.286
H24 -15.65 -5.69 12.19  0.289
H25 -12.09 0.40 11.98  0.271
O17 -13.79 -3.74 18.99  -0.656
H26 -13.52 -4.56 12.52  0.287
O18 -15.31 -1.14 14.18  -0.702
H27 -10.15 -1.55 18.64  0.300
H28 -13.40 -9.63 11.62  0.260
O19 -11.93 -4.65 13.59  0.454
O20 -12.86 -1.01 15.69  -0.623
H29 -10.98 -0.72 15.03  0.239
O21 -8.07 -1.45 13.02  -0.561
H30 -7.55 -2.24 12.87  0.153
H31 -6.26 -4.88 12.68  0.396
H32 -15.26 -0.90 13.24  0.287
H33 -11.13 -0.25 10.84  0.310
H34 -16.09 -4.05 15.49  0.235
O22 -11.84 -3.95 16.03  0.590
H35 -12.46 -5.48 8.51  0.428
H36 -12.37 -2.46 19.79  0.321
H37 -15.48 -2.11 14.22  0.453
H38 -12.93 -1.19 16.63  0.253
H39 -9.85 -5.38 18.42  0.239
O23 -11.96 -0.34 11.35  -0.671
H40 -7.50 -8.44 11.80  0.285
H41 -14.70 -3.93 19.28  0.293
H42 -13.78 -1.09 15.34  0.336
O24 -13.28 -6.32 9.84  -0.833
H43 -9.81 -2.17 9.95  0.322
H44 -8.61 -7.81 12.78  0.394
H45 -16.77 -6.62 12.73  0.304
O25 -10.07 -0.77 15.33  -0.583
O26 -12.60 -7.53 14.50  -0.675
H46 -7.58 -6.17 11.15  0.261
H47 -12.58 -6.13 10.51  0.305
H48 -12.54 -6.56 14.53  0.171
O27 -6.41 -2.10 10.61  -0.529
H49 -14.02 -3.53 11.47  0.355
H50 -10.41 -4.66 9.45  0.205
H51 -8.76 -1.08 9.78  0.284
H52 -11.65 -4.16 14.38  0.039
O28 -11.55 -1.98 20.01  -0.602
H53 -14.94 -1.47 10.55  0.268
H54 -14.65 -6.07 15.27  0.158
H55 -12.17 -3.13 16.39  -0.197
H56 -16.31 -6.48 18.34  0.311
H57 -9.70 -1.31 17.17  0.313
H58 -13.28 -6.66 17.20  0.290
O29 -5.82 -4.94 13.56  -0.656
H59 -10.56 -7.18 14.37  0.236
H60 -10.44 -6.62 12.27  0.106
O30 -13.73 -8.80 11.95  -0.585
O31 -9.73 -4.83 17.65  -0.581
H61 -13.68 -4.33 18.26  0.264
O32 -14.23 -4.41 11.88  -0.594
H62 -7.62 -0.87 12.37  0.269
H63 -11.39 -2.23 20.93  0.293
H64 -11.79 -5.76 7.12  0.244
O33 -14.11 -1.95 10.73  -0.657
H65 -11.30 -4.39 12.92  -0.248
H66 -11.46 -8.60 16.04  0.285

The value obtained for the LUMO energy is -0.1 eV. The HOMO energy is -10.71 eV. As for the multiplicity: 1. As for the HOMO-LUMO gap: 10.62 eV.

=====

Energy comparison, zero being the most stable, in kcal/mol: model one 45.1; model two 0.0.